Here is a molecular structure, C35H31N3OPPd from the Open Molecules 2025 dataset. Energies are from ωB97M-V with the def2-TZVPD basis set.

```
72
Properties=species:S:1:pos:R:3:forces:R:3:mulliken_charge:R:1
Pd -0.620925 0.647654 0.182796 0.0 0.3 0.1 -0.30
N -1.658882 0.934417 2.137914 0.3 -0.2 -0.4 -0.29
C -2.037119 -0.295797 2.757069 0.0 -0.1 0.0 0.85
C -1.629597 -0.599342 4.045232 0.0 0.0 0.0 -0.65
C -1.980791 -1.817073 4.607343 0.0 -0.1 0.0 -0.71
C -2.742157 -2.722683 3.882101 0.0 0.0 0.0 -0.81
C -3.132608 -2.413875 2.588136 0.0 0.0 0.0 -1.20
C -2.782180 -1.200241 2.003719 0.0 0.1 -0.1 0.67
C -3.101595 -0.913127 0.581085 0.0 -0.2 0.0 0.98
C -4.294752 -1.374399 0.010732 0.0 -0.1 0.0 -0.54
C -4.542868 -1.264181 -1.347659 0.0 0.0 0.0 -0.99
C -3.588806 -0.703634 -2.188611 0.0 0.0 0.0 -0.85
C -2.412841 -0.202951 -1.647528 -0.1 -0.1 0.0 -0.61
C -2.201525 -0.294911 -0.284441 -0.3 0.1 0.0 1.03
H -1.169174 1.549150 2.776094 0.1 0.0 0.0 0.29
H -2.448438 1.434493 1.742608 -0.1 0.1 0.1 0.27
H -1.048139 0.118920 4.611903 0.0 0.0 0.0 0.36
H -1.659934 -2.055507 5.612587 0.0 0.0 0.0 0.43
H -3.020274 -3.672737 4.317313 0.0 0.0 0.0 0.42
H -3.694626 -3.135270 2.008173 0.0 0.0 0.0 0.49
H -5.036038 -1.827130 0.658169 0.0 0.0 0.0 0.57
H -5.479457 -1.623318 -1.752572 0.0 0.0 0.0 0.42
H -3.762319 -0.638902 -3.254753 0.0 0.0 0.0 0.49
H -1.665565 0.257387 -2.290132 0.0 0.0 0.0 0.42
O 1.415395 1.323711 -0.786270 -0.1 -0.4 0.3 -0.61
P 2.122390 -0.019369 -0.691594 0.4 0.2 0.0 1.00
C 3.757885 0.083904 -1.412412 0.0 0.0 -0.1 0.40
C 4.265626 1.343338 -1.719189 0.0 0.0 0.0 -0.40
C 5.539815 1.460631 -2.257443 0.0 0.0 0.0 -0.65
C 6.301910 0.326221 -2.488522 0.0 0.0 0.0 -0.49
C 5.794511 -0.933239 -2.189728 0.0 0.0 0.0 -0.71
C 4.524226 -1.056419 -1.655098 0.0 0.0 0.0 -0.31
C 1.233871 -1.309169 -1.556873 -0.1 -0.1 0.0 0.69
C 0.358260 -2.158699 -0.880052 0.0 0.0 0.0 -0.28
C -0.431039 -3.054330 -1.589950 0.0 0.0 0.0 -0.67
C -0.345561 -3.103347 -2.970627 0.0 0.0 0.0 -0.61
C 0.527428 -2.259716 -3.653274 0.0 0.0 0.0 -0.77
C 1.314390 -1.364109 -2.952834 0.0 0.0 0.1 -0.84
C 2.290621 -0.529649 1.025843 0.1 0.0 0.1 0.86
C 2.055074 0.413690 2.024054 0.0 0.1 0.0 -0.66
C 2.203890 0.070334 3.360092 0.0 0.0 0.0 -0.77
C 2.598912 -1.214056 3.703194 0.0 0.0 0.0 -0.60
C 2.853769 -2.154425 2.712412 0.0 0.0 0.0 -0.76
C 2.702744 -1.814836 1.377911 -0.1 0.0 0.0 -0.18
H 3.659101 2.221488 -1.540231 0.0 0.0 0.0 0.36
H 5.935116 2.438232 -2.498691 0.0 0.0 0.0 0.43
H 7.294379 0.419549 -2.909460 0.0 0.0 0.0 0.40
H 6.388742 -1.817048 -2.379209 0.0 0.0 0.0 0.42
H 4.127719 -2.042609 -1.443109 0.0 0.0 0.0 0.26
H 0.294805 -2.133379 0.201523 0.0 0.0 0.0 0.35
H -1.114066 -3.706287 -1.061334 0.0 0.0 0.0 0.44
H -0.959022 -3.802560 -3.523832 0.0 0.0 0.0 0.43
H 0.594079 -2.307322 -4.732002 0.0 0.0 0.0 0.45
H 1.992357 -0.705972 -3.483094 0.0 0.0 0.0 0.47
H 1.780527 1.427856 1.755235 0.0 0.0 0.0 0.57
H 2.025687 0.808781 4.131144 0.0 0.0 0.0 0.54
H 2.716649 -1.483227 4.744680 0.0 0.0 0.0 0.44
H 3.169711 -3.153549 2.980893 0.0 0.0 0.0 0.44
H 2.889085 -2.560172 0.614292 0.0 0.0 0.0 0.33
N 0.242478 3.987026 -0.271324 0.0 -0.1 0.0 -0.41
C -1.107079 4.003239 -0.531440 0.1 0.1 0.0 0.47
C -1.731854 5.190793 -0.949927 0.0 0.0 0.0 -0.79
C -3.084373 5.189999 -1.176530 0.0 0.0 0.0 -0.28
C -3.808875 4.012725 -0.981021 0.0 0.1 0.0 -1.09
C -3.117231 2.900853 -0.569383 0.0 -0.1 0.1 0.04
N -1.791457 2.870766 -0.338997 -0.1 0.2 -0.2 0.34
H 0.755977 4.784567 -0.607214 0.0 0.0 0.0 0.30
H 0.713545 3.107925 -0.443354 0.0 -0.1 0.0 0.28
H -1.137771 6.082861 -1.098729 0.0 0.0 0.0 0.34
H -3.578948 6.093063 -1.510282 0.0 0.0 0.0 0.41
H -4.876330 3.966151 -1.137903 0.0 0.0 0.0 0.46
H -3.646475 1.968850 -0.397641 0.0 0.0 -0.1 0.20
```
Positions in Å, forces in eV/Å.

The energy relative to the best compared isomer or geometry (same formula, charge and spin) comes out at 0.123 eV. The calculation puts the total energy at -56081.0677 eV. The net charge is +1. For the gap between HOMO and LUMO, the calculation gives 7.698 eV.


Here is a molecular structure, C35H31N7ORe from the Open Molecules 2025 dataset. Energies are from ωB97M-V with the def2-TZVPD basis set.

```
75
Properties=species:S:1:pos:R:3:forces:R:3:lowdin_spin:R:1
Re 0.817156 1.173427 0.416153 0.0 0.0 -0.1 0.28
C -2.075989 -3.460140 1.911688 0.0 0.0 0.0 0.00
C -1.044039 -3.077841 2.759424 0.0 0.0 0.0 0.00
C -0.537611 -1.789023 2.700291 0.0 0.0 0.0 0.01
C -1.043381 -0.890122 1.768603 0.0 0.0 0.0 0.01
C -2.084046 -1.257793 0.928671 0.0 0.0 0.0 0.00
C -2.604253 -2.544683 1.012762 0.0 0.0 0.0 0.00
N -0.486943 0.436490 1.725236 0.0 0.0 0.0 0.14
C -0.962435 1.326454 2.679934 0.0 0.0 0.0 -0.02
C -2.076705 1.146340 3.506559 0.0 0.0 0.0 0.03
C -2.375930 2.127660 4.429305 0.0 0.0 0.0 -0.02
C -1.584400 3.277982 4.566777 0.0 0.0 0.0 0.01
C -0.471369 3.463789 3.776301 0.0 0.0 0.0 0.01
C -0.184021 2.483945 2.829585 0.0 0.0 0.0 0.00
N 0.928135 2.428118 1.998148 0.0 0.0 0.0 0.03
N 1.965394 3.146482 2.258911 0.0 0.0 0.0 0.27
C 3.040810 2.751284 1.499466 0.0 0.0 0.0 0.00
C 4.271002 3.383020 1.637058 0.0 0.0 0.0 0.06
C 5.343270 2.902311 0.910507 0.0 0.0 0.0 0.02
C 5.164313 1.801297 0.075245 0.0 0.0 0.0 0.04
C 3.916943 1.221784 -0.018090 0.0 0.0 0.0 0.03
N 2.862292 1.685807 0.673913 0.0 0.0 0.0 0.03
H -2.486089 -4.459235 1.972045 0.0 0.0 0.0 0.00
H -0.647730 -3.777866 3.483038 0.0 0.0 0.0 0.00
H 0.243474 -1.471416 3.380027 0.0 0.0 0.0 0.00
H -2.514369 -0.539932 0.241207 0.0 0.0 0.0 0.00
H -3.445707 -2.826093 0.392792 0.0 0.0 0.0 0.00
H -2.689553 0.260129 3.419643 0.0 0.0 0.0 0.00
H -3.242104 2.005609 5.065541 0.0 0.0 0.0 0.00
H -1.848999 4.022556 5.304369 0.0 0.0 0.0 0.00
H 0.163099 4.333145 3.875911 0.0 0.0 0.0 0.00
H 4.354452 4.221007 2.314132 0.0 0.0 0.0 0.00
H 6.314148 3.370925 0.996968 0.0 0.0 0.0 0.00
H 5.983731 1.394029 -0.499227 0.0 0.0 0.0 0.00
H 3.732337 0.369002 -0.657798 0.0 0.0 0.0 0.00
C 1.223385 2.365332 -1.620722 0.0 0.0 0.0 0.00
C 0.688145 1.094728 -1.915383 0.0 0.0 0.0 0.00
C -0.598608 0.992958 -1.303678 0.0 0.0 0.0 0.01
C -0.831105 2.221256 -0.595402 0.0 -0.1 0.0 0.01
C 0.312235 3.055425 -0.788946 0.0 0.1 0.0 0.00
H 2.195350 2.725651 -1.921014 0.0 0.0 0.0 0.00
H 1.160456 0.336426 -2.521852 0.0 0.0 0.0 0.00
H -1.299525 0.183419 -1.444516 0.0 0.0 0.0 0.00
H -1.723361 2.490168 -0.050211 0.0 0.0 0.0 0.00
H 0.439030 4.050855 -0.391335 0.0 0.0 0.0 0.00
C -3.607163 1.333018 -4.827399 0.0 0.0 0.0 0.00
C -2.921625 0.164991 -4.173820 0.0 0.0 0.0 0.00
C -1.655316 -0.247996 -4.575116 0.0 0.0 0.0 0.00
C -1.004841 -1.323234 -3.982735 0.0 0.0 0.0 0.00
C -1.630555 -2.012870 -2.949066 0.0 0.0 0.0 0.00
N -0.992155 -3.044535 -2.216503 0.0 0.0 0.0 0.00
C 0.246566 -3.550407 -2.463902 0.0 0.0 0.0 0.00
O 0.821105 -3.560016 -3.520166 0.0 0.0 0.0 0.00
N 0.858859 -4.059362 -1.268912 0.0 0.0 0.0 0.00
C 1.375660 -3.139989 -0.362581 0.0 0.0 0.0 0.00
C 2.271474 -3.537518 0.632286 0.0 0.0 0.0 0.00
C 2.779066 -2.593762 1.500277 0.0 0.0 0.0 0.00
C 2.391085 -1.270942 1.384639 0.0 0.0 0.0 0.00
N 1.531909 -0.877803 0.434039 0.0 0.0 0.0 0.01
C 1.037709 -1.788819 -0.416737 0.0 0.0 0.0 0.00
C -2.910932 -1.635003 -2.553766 0.0 0.0 0.0 0.00
C -3.541439 -0.559219 -3.157358 0.0 0.0 0.0 0.00
H -3.278072 1.455680 -5.858078 0.0 0.0 0.0 0.00
H -3.388554 2.263588 -4.298844 0.0 0.0 0.0 0.00
H -4.688511 1.204210 -4.829985 0.0 0.0 0.0 0.00
H -1.166789 0.265882 -5.394863 0.0 0.0 0.0 0.00
H -0.041612 -1.645478 -4.350024 0.0 0.0 0.0 0.00
H -1.394630 -3.277120 -1.320149 0.0 0.0 0.0 0.00
H 1.493610 -4.818262 -1.483668 0.0 0.0 0.0 0.00
H 2.563255 -4.577095 0.715652 0.0 0.0 0.0 0.00
H 3.472151 -2.876680 2.279975 0.0 0.0 0.0 0.00
H 2.752526 -0.515720 2.067891 0.0 0.0 0.0 0.00
H 0.339943 -1.430330 -1.153452 0.0 0.0 0.0 0.00
H -3.427349 -2.204373 -1.790502 0.0 0.0 0.0 0.00
H -4.546261 -0.295528 -2.849167 0.0 0.0 0.0 0.00
```
Positions in Å, forces in eV/Å.

The energy relative to the best compared isomer or geometry (same formula, charge and spin) comes out at 0.000 eV. The calculation puts the total energy at -51394.3779 eV. The spin multiplicity is 2. The net charge is +2. For the gap between HOMO and LUMO (alpha / beta), the calculation gives 6.134 / 4.740 eV.


Here is a molecular structure, C35H32AlBrN4O5S2 from the Open Molecules 2025 dataset. Energies are from ωB97M-V with the def2-TZVPD basis set.

```
80
Properties=species:S:1:pos:R:3:forces:R:3:mulliken_charge:R:1
Al -0.161055 -0.116378 -0.239766 -0.1 0.2 -0.4 -0.13
C 0.792738 -0.304064 -4.265038 0.0 0.0 0.0 -1.50
C 0.357565 -0.600259 -2.868286 0.0 -0.2 0.0 0.52
N 0.138871 0.488085 -1.980675 0.2 0.2 0.0 0.20
N -0.735677 1.464663 -2.432069 -0.2 0.0 0.0 -0.39
C -1.814012 1.784524 -1.754062 0.0 0.0 -0.1 0.48
N -2.587947 2.815878 -2.183807 0.0 0.0 0.0 -0.46
S -2.272725 0.935903 -0.334268 0.0 -0.1 0.0 -0.28
C 0.317184 -1.812323 -2.267372 0.0 0.1 0.0 0.65
C 0.700342 -3.077341 -2.868228 0.0 0.0 0.0 -1.36
C 0.415645 -4.241156 -2.262147 0.0 0.0 0.0 -0.36
C -0.260353 -4.240711 -0.991080 0.0 0.0 0.0 -1.09
C -0.459646 -3.058501 -0.376946 0.1 0.0 -0.1 -0.64
N -0.093752 -1.845322 -0.898288 0.1 0.0 0.1 0.50
H 0.029069 0.256300 -4.818165 0.0 0.0 0.0 0.31
H 0.968034 -1.216595 -4.830065 0.0 0.0 0.0 0.43
H 1.714052 0.288525 -4.281927 0.0 0.0 0.0 0.28
H -0.486725 1.979671 -3.266553 0.0 0.0 0.0 0.28
H -2.214001 3.476427 -2.844558 0.0 0.0 0.0 0.21
H -3.267930 3.171107 -1.534955 0.0 0.0 0.0 0.23
H 1.205295 -3.064030 -3.823940 0.0 0.0 0.0 0.26
H 0.693673 -5.178946 -2.726077 0.0 0.0 0.0 0.43
H -0.576995 -5.159079 -0.518690 0.0 0.0 0.0 0.45
H -0.938891 -3.012937 0.583280 -0.1 0.0 0.3 0.96
C -6.705654 -1.099720 1.538110 0.0 0.0 0.0 -1.46
C -5.286470 -1.052733 2.033093 0.0 0.0 0.0 0.70
C -4.596521 -2.223287 2.334302 0.0 0.0 0.0 -1.17
C -3.276291 -2.200850 2.756596 0.0 0.0 0.0 0.72
C -2.569141 -3.469864 3.156747 -0.1 0.0 0.0 -1.43
C -2.645307 -0.955108 2.861788 -0.2 0.0 0.0 0.90
C -3.319757 0.239880 2.625048 0.0 0.0 0.1 0.40
C -2.671346 1.576743 2.868027 0.0 0.0 0.0 -0.78
C -4.641177 0.164763 2.201155 0.0 0.0 0.0 -0.79
C -1.215485 -0.945183 3.251523 0.0 -0.1 -0.1 -0.16
O -0.697688 -0.827648 4.305140 0.0 0.0 0.0 -0.50
O -0.433695 -1.191733 2.071910 -0.2 -0.2 0.0 0.32
H -7.120819 -2.102914 1.621334 0.0 0.0 0.0 0.37
H -6.755909 -0.800971 0.489431 0.0 0.0 0.0 0.29
H -7.340889 -0.417839 2.104498 0.0 0.0 0.0 0.36
H -5.102385 -3.177839 2.244557 0.0 0.0 0.0 0.31
H -3.225815 -4.329257 3.035725 0.0 0.0 0.0 0.39
H -2.259775 -3.423833 4.202852 0.0 0.0 0.0 0.36
H -1.671558 -3.651624 2.568776 0.1 0.0 -0.1 0.28
H -1.581209 1.520169 2.873653 -0.1 0.0 0.0 -0.31
H -2.980711 1.971271 3.837644 0.0 0.0 0.0 0.48
H -2.961724 2.297696 2.100399 0.0 -0.1 0.1 0.39
H -5.175986 1.085859 1.994806 0.0 0.0 0.0 0.42
Br 0.511865 3.481856 6.568949 0.0 0.0 0.0 -0.19
C 0.351793 3.467266 4.680911 0.0 0.0 0.0 -0.12
C -0.391191 4.456328 4.056735 0.0 0.0 0.0 -0.45
C -0.520352 4.431829 2.674907 0.0 0.0 0.0 -0.63
C 0.068285 3.418616 1.934682 0.0 0.0 0.0 0.09
C 0.824089 2.444481 2.575031 0.0 -0.1 0.1 0.60
C 0.980703 2.470950 3.954935 0.0 0.0 0.0 -0.21
C 1.487476 1.341655 1.797688 0.3 0.3 -0.3 -0.13
O 2.601936 0.958205 2.067513 -0.3 0.0 0.1 -0.65
O 0.778587 0.932911 0.772896 0.0 -0.2 0.1 -0.10
H -0.861573 5.232553 4.644230 0.0 0.0 0.0 0.43
H -1.094430 5.205133 2.180746 0.0 0.0 0.0 0.42
H -0.058125 3.370571 0.861230 0.0 0.0 0.0 0.36
H 1.578028 1.712790 4.442928 0.0 0.0 0.0 0.59
C 9.104769 -5.493956 0.856182 0.0 0.0 0.0 -1.08
C 7.694959 -5.002528 1.065626 0.0 0.0 0.0 0.75
O 6.798756 -5.185181 0.291316 0.0 0.0 0.0 -0.52
S 7.519702 -4.096236 2.599982 0.0 0.0 0.0 -0.26
C 5.845455 -3.527843 2.489530 0.0 0.0 0.0 0.18
C 4.786914 -4.429584 2.473684 0.0 0.0 0.0 -0.45
C 3.488229 -3.959010 2.415676 0.0 0.0 0.0 -0.60
C 3.239263 -2.585940 2.393701 0.1 -0.1 0.1 -0.11
C 4.302077 -1.685734 2.412861 0.0 0.2 0.0 -0.64
C 5.601965 -2.160075 2.454705 0.0 0.0 0.0 -0.64
C 1.895988 -2.096858 2.344599 0.0 -0.1 -0.1 0.61
C 0.780968 -1.685278 2.243260 0.0 0.2 0.3 -0.22
H 9.074503 -6.436950 0.314588 0.0 0.0 0.0 0.31
H 9.639099 -5.610398 1.797598 0.0 0.0 0.0 0.36
H 9.632544 -4.758739 0.246803 0.0 0.0 0.0 0.28
H 4.982391 -5.492611 2.495597 0.0 0.0 0.0 0.43
H 2.656519 -4.650185 2.387941 0.0 0.0 0.0 0.46
H 4.094144 -0.620828 2.374207 0.0 -0.2 0.0 0.64
H 6.432743 -1.466807 2.454405 0.0 0.0 0.0 0.44
```
Positions in Å, forces in eV/Å.

The energy relative to the best compared isomer or geometry (same formula, charge and spin) comes out at 2.645 eV. The calculation puts the total energy at -151324.5125 eV. For the gap between HOMO and LUMO, the calculation gives 5.971 eV.


> The lowest energy relative to the best compared isomer or geometry (same formula, charge and spin) belongs to which entry?

C35H31N7ORe